132
Properties=species:S:1:pos:R:3:forces:R:3:mulliken_spin:R:1 method="wB97M-V/def2-TZVPD" homo_lumo_gap_ev="5.580 / 7.256" multiplicity=6 charge=0
Cr 35.483 -0.741 -2.130 -0.2 -1.1 0.7 5.12
C 36.022 -3.160 0.865 -0.5 1.3 -0.1 0.03
C 35.642 -3.731 -0.523 -0.7 -1.1 -1.2 -0.10
C 34.374 -4.702 -0.477 0.8 0.5 0.6 0.00
O 35.500 -2.876 -1.624 0.3 0.3 1.4 0.04
H 35.480 -2.227 1.018 -0.2 0.1 0.1 0.04
H 37.065 -2.856 0.948 0.2 -0.1 -0.4 -0.01
H 35.863 -3.765 1.758 -0.3 -0.6 -0.2 0.00
H 36.485 -4.404 -0.683 0.4 -0.6 -0.5 0.00
H 33.493 -4.167 -0.123 -0.1 0.1 -0.1 0.01
H 34.517 -5.553 0.189 0.2 0.0 0.5 0.00
H 34.146 -5.183 -1.428 0.3 0.5 -0.2 -0.01
O 33.298 -9.985 -1.794 -1.2 -0.9 0.3 0.00
C 34.307 -9.394 -1.956 0.5 0.3 -0.6 0.00
O 35.510 -9.997 -2.029 0.6 0.0 0.4 0.00
C 36.561 -9.001 -2.093 -0.1 -0.7 -1.0 0.00
C 35.864 -7.748 -2.530 0.7 2.3 -1.2 0.00
C 34.451 -7.915 -2.166 -1.4 -0.3 1.5 0.00
H 37.263 -9.329 -2.859 0.2 -0.2 0.3 0.00
H 37.061 -8.913 -1.128 -0.1 -0.1 0.0 0.00
H 35.826 -7.502 -3.592 0.7 -0.9 -0.4 0.00
H 36.361 -6.843 -2.181 -0.2 0.0 0.7 0.00
H 33.674 -7.606 -2.866 0.3 0.1 -0.1 0.00
H 34.183 -7.498 -1.195 0.0 0.3 0.1 0.00
O 29.897 -6.658 3.888 0.7 -0.2 1.3 0.00
C 30.194 -6.372 2.775 -1.8 -0.5 -0.5 0.00
O 31.364 -6.626 2.181 1.1 -0.1 0.0 0.00
C 31.310 -6.136 0.836 0.5 0.4 -1.0 0.00
C 29.842 -6.155 0.483 0.2 0.5 -1.3 0.00
C 29.236 -5.803 1.772 -0.8 0.6 1.2 0.00
H 31.928 -6.696 0.135 0.0 -0.6 0.5 0.00
H 31.730 -5.132 0.780 -0.2 0.2 0.4 0.00
H 29.536 -7.142 0.135 0.0 0.0 -0.1 0.00
H 29.581 -5.378 -0.236 0.2 -0.3 -0.4 0.00
H 28.203 -6.122 1.914 0.2 -0.2 0.3 0.00
H 29.263 -4.731 1.969 -0.1 0.2 -0.3 0.00
O 39.021 -2.603 3.147 1.1 0.2 1.7 0.00
C 39.289 -2.502 4.334 -1.7 0.3 -1.0 0.00
O 40.453 -2.060 4.854 1.3 -0.5 -2.0 0.00
C 40.455 -1.997 6.253 -1.2 0.8 1.1 0.00
C 38.977 -1.884 6.546 -0.5 -0.6 2.1 0.00
C 38.318 -2.707 5.481 0.2 0.0 -0.5 0.00
H 40.951 -1.099 6.620 0.4 -0.1 -0.5 0.00
H 40.856 -2.850 6.801 0.4 -0.3 -0.7 0.00
H 38.643 -0.848 6.600 -0.1 -0.1 -0.2 0.00
H 38.808 -2.358 7.513 -0.3 0.4 0.2 0.00
H 37.292 -2.414 5.255 0.2 -0.1 -0.3 0.00
H 38.327 -3.775 5.701 -0.1 -0.1 0.2 0.00
O 40.360 0.150 -0.256 0.0 -0.6 0.2 0.00
C 40.942 -0.870 0.006 -0.6 0.1 -0.6 0.00
O 42.299 -0.924 -0.029 0.3 0.4 -0.1 0.00
C 42.792 -2.004 0.771 0.0 -0.5 -0.8 0.00
C 41.518 -2.657 1.269 0.6 -1.6 3.1 0.00
C 40.413 -2.270 0.387 -0.2 1.4 -2.0 0.00
H 43.575 -1.615 1.421 -0.7 0.2 0.7 0.00
H 43.354 -2.770 0.237 -0.1 0.3 -1.0 0.00
H 41.272 -2.326 2.278 0.1 0.1 0.1 0.00
H 41.647 -3.737 1.347 0.0 0.0 0.0 0.00
H 39.365 -2.300 0.686 0.4 0.3 0.7 0.00
H 40.415 -2.861 -0.528 0.2 0.0 -0.4 0.00
O 36.211 -0.077 -0.202 0.9 1.6 2.2 -0.01
C 36.537 0.673 0.731 0.0 -1.4 -1.4 -0.04
O 36.297 1.983 0.663 -0.2 0.2 -0.6 0.00
C 36.710 2.677 1.824 -0.6 0.2 2.2 0.00
C 36.939 1.596 2.899 0.9 -1.1 -0.7 0.00
C 37.309 0.381 2.039 -0.4 -0.2 -0.9 0.01
H 35.922 3.332 2.195 -0.4 0.0 -0.5 0.00
H 37.560 3.349 1.706 0.3 -0.5 -0.6 0.00
H 36.054 1.225 3.415 -0.3 0.9 0.2 0.00
H 37.736 1.828 3.605 -0.2 0.2 0.0 0.00
H 37.064 -0.576 2.499 -0.1 0.0 -0.3 0.00
H 38.351 0.323 1.724 0.2 0.1 0.0 0.00
O 31.657 -1.979 -5.777 0.7 -0.4 0.4 0.00
C 31.873 -2.914 -5.042 0.2 0.6 0.0 0.00
O 33.087 -3.302 -4.605 0.5 1.2 -1.6 0.00
C 33.032 -4.236 -3.573 -0.8 -0.3 1.5 -0.01
C 31.565 -4.654 -3.468 -0.7 -0.6 0.7 0.00
C 30.821 -3.817 -4.484 0.9 0.1 -0.2 0.00
H 33.253 -3.732 -2.632 0.7 0.1 -0.3 0.01
H 33.720 -5.073 -3.694 0.1 0.3 -0.4 0.00
H 31.224 -4.416 -2.460 -0.1 -0.2 0.0 0.00
H 31.395 -5.719 -3.626 0.1 0.0 0.0 0.00
H 30.049 -3.155 -4.094 -0.4 -0.6 -0.4 0.00
H 30.633 -4.410 -5.380 -1.1 0.0 0.2 0.00
O 33.359 -0.990 -2.229 -4.6 1.9 -0.2 -0.04
C 32.220 -0.400 -2.311 5.3 -1.1 0.0 -0.07
O 31.331 -0.465 -1.357 1.3 -1.7 1.7 -0.01
C 30.147 0.152 -1.733 -1.9 1.0 1.0 0.00
C 30.570 1.185 -2.709 -0.7 1.0 -1.9 0.00
C 31.732 0.537 -3.349 1.2 -0.3 -1.5 0.02
H 29.712 0.673 -0.881 -0.1 -0.6 0.3 0.00
H 29.488 -0.651 -2.063 -0.3 0.4 -0.4 0.00
H 30.930 2.131 -2.304 -0.4 -0.1 0.6 0.00
H 29.845 1.421 -3.488 -0.3 0.1 0.3 0.00
H 32.459 1.272 -3.695 0.4 -0.4 0.1 -0.01
H 31.484 -0.073 -4.218 -0.1 -0.1 -0.2 0.00
O 30.619 -2.958 1.424 1.5 2.6 1.1 0.00
C 31.367 -2.036 1.778 -1.2 -2.3 -0.5 0.00
O 31.001 -1.059 2.645 -1.1 -0.4 0.1 0.00
C 31.986 -0.062 2.786 1.8 0.4 0.2 0.00
C 33.049 -0.406 1.766 0.3 0.2 -1.5 0.02
C 32.809 -1.865 1.405 -0.4 0.2 0.0 -0.02
H 32.531 -0.025 3.729 -0.9 -0.6 0.7 0.00
H 31.609 0.950 2.643 -0.5 -0.3 -0.1 0.00
H 34.080 -0.238 2.081 -0.1 0.2 0.1 -0.01
H 32.812 0.218 0.904 0.6 -0.1 -0.3 0.01
H 33.399 -2.544 2.020 0.0 -0.1 0.0 -0.01
H 32.944 -2.157 0.363 0.2 0.3 0.0 0.02
O 37.060 -6.634 4.203 2.3 -2.5 -1.0 0.00
C 36.019 -6.082 4.154 0.2 -1.9 -1.2 0.00
O 35.854 -5.170 5.021 -1.8 4.6 2.2 0.00
C 34.759 -4.312 4.642 -1.7 -0.4 0.7 0.00
C 33.934 -5.137 3.651 0.0 0.0 -0.9 0.00
C 34.882 -6.222 3.183 0.6 -0.5 0.5 0.00
H 34.999 -3.315 4.276 0.9 -0.2 -0.1 0.00
H 34.119 -4.173 5.514 0.4 0.2 0.3 0.00
H 33.610 -4.583 2.771 -0.4 0.2 0.3 0.00
H 33.100 -5.602 4.177 -0.1 0.2 -0.3 0.00
H 35.421 -6.130 2.240 -0.7 0.3 -0.4 0.00
H 34.405 -7.202 3.223 0.3 -0.1 0.0 0.00
O 41.055 -8.309 2.328 -1.8 1.8 -1.2 0.00
C 40.244 -7.471 1.912 1.8 -3.3 1.5 0.00
O 40.480 -6.177 2.089 -0.7 1.6 -0.5 0.00
C 39.276 -5.423 1.711 -0.4 -0.2 0.4 0.00
C 38.547 -6.348 0.795 -1.7 -0.6 -1.1 0.00
C 38.887 -7.744 1.250 1.2 0.2 0.4 0.00
H 39.409 -4.450 1.238 0.9 -0.3 0.3 0.00
H 38.686 -5.251 2.611 0.2 -0.1 0.2 0.00
H 38.794 -6.210 -0.257 0.2 0.2 0.0 0.00
H 37.465 -6.244 0.864 -0.1 0.5 -0.1 0.00
H 38.995 -8.490 0.463 0.1 0.1 0.1 0.00
H 38.186 -8.120 1.995 0.1 0.0 0.2 0.00